Record 1
102
Properties=species:S:1:pos:R:3:forces:R:3:mulliken_charge:R:1 method="wB97M-V/def2-TZVPD" multiplicity=1 gap_ev=8.21 energy_ev=-84540.528 charge=+1
N -9.675 3.429 14.553 1.27 0.25 -0.92 -0.148
H -9.090 3.264 15.409 -0.66 0.12 0.70 0.183
H -9.889 4.476 14.450 -0.43 -0.05 0.16 0.061
H -10.514 2.865 14.455 0.04 0.06 0.38 0.377
H -9.040 3.211 13.777 -0.44 -0.03 0.06 0.381
N -9.210 6.876 16.903 0.08 0.41 1.77 0.624
H -9.847 7.303 17.635 0.66 -0.66 -1.15 -0.031
H -8.326 7.436 17.027 -0.16 -0.45 -0.34 -0.094
H -9.630 6.938 15.964 0.00 -0.26 0.02 0.121
H -9.021 5.888 17.206 -0.08 0.50 -0.64 0.115
C -8.821 11.278 16.085 0.42 0.45 0.00 -0.755
C -9.154 12.431 16.988 0.01 0.74 0.30 -1.080
N -10.205 12.140 18.001 0.55 0.33 0.87 0.642
C -11.440 11.812 17.309 -0.72 -0.88 -0.84 -0.982
C -9.864 10.979 18.875 -0.11 -0.44 -0.21 -0.505
C -8.508 11.068 19.516 0.05 -0.14 0.18 -0.901
C -10.370 13.372 18.826 -0.36 0.52 -0.28 -0.749
C -11.322 13.299 19.989 -0.36 0.96 0.65 -0.778
O -12.631 13.040 19.567 -0.01 -0.34 -0.06 -0.311
C -13.528 12.918 20.654 -0.51 -0.37 0.00 -0.821
H -9.649 11.034 15.431 0.04 -0.35 -0.04 0.396
H -8.449 10.440 16.678 -0.12 -0.21 -0.28 0.096
H -7.991 11.614 15.465 0.01 -0.07 -0.08 0.491
H -9.561 13.320 16.500 0.26 -0.14 -0.49 0.527
H -8.290 12.763 17.557 0.16 -0.02 -0.14 0.518
H -11.781 12.647 16.706 -0.08 0.19 0.14 0.287
H -12.176 11.480 18.023 -0.24 0.11 0.04 0.390
H -11.213 10.974 16.656 -0.24 -0.05 0.02 0.392
H -9.953 10.120 18.216 0.08 -0.21 0.21 0.296
H -10.693 10.937 19.571 0.07 -0.39 0.19 0.714
H -7.739 11.275 18.777 0.18 0.02 0.13 0.279
H -8.252 10.090 19.918 -0.09 -0.04 0.03 -0.150
H -8.480 11.790 20.333 0.11 0.09 -0.06 0.306
H -10.735 14.111 18.109 0.01 0.19 0.20 0.512
H -9.401 13.702 19.194 0.11 -0.16 -0.08 0.412
H -11.332 14.305 20.449 0.38 -0.08 -0.10 0.540
H -10.993 12.639 20.804 -0.03 -0.28 -0.28 0.391
H -14.453 12.478 20.280 0.12 0.01 -0.15 0.276
H -13.799 13.883 21.095 0.36 0.01 0.07 0.304
H -13.128 12.222 21.399 0.00 0.21 0.11 0.356
C -7.143 8.911 14.015 -0.05 0.05 0.30 -1.345
C -6.608 8.622 12.627 -0.31 1.04 -0.08 -0.205
C -6.890 7.222 12.156 0.29 -0.54 0.46 -0.656
N -5.999 6.816 11.029 1.00 -1.28 -0.29 0.270
C -4.660 6.407 11.583 -0.25 0.37 0.46 -0.907
C -6.520 5.625 10.281 -1.29 -0.83 -0.51 -0.659
C -6.069 5.725 8.823 -0.33 0.80 -0.01 -0.530
C -5.429 7.141 8.695 -0.54 -1.17 -0.20 -0.711
C -5.811 7.854 9.990 0.31 0.65 -1.18 -0.601
H -6.699 8.295 14.800 -0.06 -0.15 -0.09 0.321
H -8.227 8.810 14.041 -0.06 -0.06 0.13 0.320
H -6.871 9.932 14.279 -0.14 0.06 0.00 0.264
H -5.565 8.954 12.613 0.12 -0.61 -0.15 0.406
H -7.112 9.304 11.930 0.08 -0.01 0.05 0.314
H -7.923 7.082 11.853 -0.13 0.20 -0.09 0.278
H -6.694 6.464 12.917 -0.12 0.16 0.24 0.339
H -3.932 6.355 10.783 0.12 0.18 0.01 0.402
H -4.741 5.434 12.055 -0.16 -0.07 -0.02 0.336
H -4.432 7.128 12.364 0.50 0.09 -0.23 0.377
H -6.263 4.671 10.734 0.46 0.27 0.37 0.431
H -7.610 5.637 10.346 0.07 0.35 -0.06 0.389
H -5.439 4.911 8.484 0.22 0.00 0.16 0.308
H -6.954 5.731 8.190 -0.02 -0.29 0.02 0.320
H -4.364 7.052 8.500 0.09 0.29 0.21 0.325
H -5.909 7.597 7.835 0.31 0.45 0.02 0.364
H -5.030 8.570 10.235 -0.19 0.02 0.55 0.335
H -6.753 8.382 9.862 -0.08 -0.01 0.11 0.483
C -4.062 8.485 22.296 -0.49 0.59 -0.88 -1.431
C -5.163 7.786 21.455 0.74 0.32 -0.08 0.359
C -5.473 6.420 22.011 0.28 -0.26 0.55 -0.953
N -6.519 5.690 21.274 -0.95 -0.01 -1.50 0.378
C -6.079 5.398 19.868 0.80 -1.18 0.34 -0.708
C -7.820 6.449 21.185 0.44 0.59 0.73 -0.610
C -8.815 5.415 20.774 -1.41 0.02 0.57 -0.250
C -8.371 4.095 21.398 1.21 -0.71 -0.73 -0.867
C -6.963 4.386 21.927 0.52 0.98 0.61 -0.563
H -4.103 8.236 23.352 0.04 0.02 0.07 0.371
H -4.209 9.560 22.159 -0.03 -0.05 0.39 0.371
H -3.063 8.333 21.889 0.01 -0.51 0.18 0.364
H -4.812 7.717 20.425 -0.03 -0.04 -0.02 0.267
H -6.053 8.410 21.394 -0.08 -0.03 0.26 0.030
H -5.798 6.487 23.052 -0.12 0.08 -0.04 0.429
H -4.585 5.786 22.011 0.05 0.01 -0.06 0.307
H -6.794 4.728 19.392 -0.21 0.38 -0.16 0.375
H -5.164 4.802 19.960 0.04 0.23 -0.05 0.302
H -5.880 6.295 19.296 -0.34 0.22 -0.07 0.054
H -7.770 7.306 20.521 0.29 -0.13 -0.30 0.187
H -7.953 6.845 22.200 -0.36 -0.18 -0.08 0.369
H -8.904 5.334 19.703 0.07 -0.05 -0.36 -0.178
H -9.796 5.715 21.138 -0.09 0.01 -0.11 0.677
H -8.258 3.330 20.625 -0.32 0.07 -0.08 0.318
H -9.006 3.659 22.160 -0.10 0.31 0.19 0.349
H -6.170 3.676 21.712 -0.19 -0.30 0.10 0.455
H -6.970 4.636 22.990 0.02 -0.31 0.03 0.398
Cl -10.540 6.324 14.055 0.46 -0.18 -0.21 -0.787
Cl -8.410 3.644 17.396 0.05 0.11 -0.17 -0.860
Cl -6.486 8.392 17.662 -0.18 0.04 0.10 -0.736
B -11.600 8.031 18.780 -1.28 0.29 -0.31 0.076
F -12.336 6.859 18.815 0.39 0.11 0.19 -0.366
F -10.256 7.806 19.218 -0.18 0.20 0.31 -0.048
F -11.518 8.478 17.415 0.24 0.13 0.51 -0.391
F -12.222 9.039 19.555 0.57 -0.25 -0.18 -0.341

Record 2
99
Properties=species:S:1:pos:R:3:forces:R:3:mulliken_charge:R:1 method="wB97M-V/def2-TZVPD" multiplicity=1 gap_ev=8.37 energy_ev=-47681.228 charge=0
Zr 0.009 0.262 0.555 -1.43 -2.20 -2.67 1.830
C -3.396 2.009 -2.005 1.33 -0.14 0.65 -1.327
C -3.226 0.944 -0.862 0.08 -0.19 -0.38 0.515
C -4.050 -0.268 -1.267 -0.89 0.36 0.48 -1.156
O -1.901 0.649 -0.461 1.96 -0.06 0.56 -0.267
H -4.426 2.302 -2.208 -0.05 -0.03 0.47 0.409
H -2.987 1.719 -2.973 0.12 -0.56 0.07 0.212
H -2.786 2.862 -1.706 -0.25 0.40 -0.01 0.216
H -3.743 1.327 0.017 -0.09 0.39 0.22 0.086
H -3.871 -0.622 -2.282 0.36 -0.34 0.23 -0.007
H -5.071 0.115 -1.253 -0.32 0.13 -0.43 0.549
H -4.142 -1.018 -0.481 0.77 -0.43 -0.25 0.215
C 1.552 2.074 -3.121 1.18 -0.06 1.21 -1.303
C 1.894 2.406 -1.554 -1.43 -0.15 0.06 0.462
C 1.298 3.751 -1.220 -1.05 1.20 -1.16 -1.088
O 1.362 1.495 -0.639 -1.40 -1.95 0.61 -0.450
H 1.804 2.835 -3.860 -0.10 0.82 0.52 0.481
H 0.503 1.821 -3.277 0.03 -0.12 0.39 0.147
H 2.203 1.288 -3.504 -0.25 -0.65 0.45 0.327
H 2.956 2.481 -1.320 0.48 -0.20 -0.74 0.114
H 1.272 4.174 -0.216 1.04 -0.48 0.29 0.047
H 0.227 3.754 -1.422 -0.26 -0.39 -0.44 0.142
H 1.696 4.468 -1.938 0.17 0.46 0.22 0.483
C 1.987 -2.472 -2.061 -0.33 -1.89 0.87 -1.084
C 0.927 -2.790 -0.930 -0.84 0.83 -2.93 1.232
C 1.146 -3.989 -0.056 0.74 -0.29 0.89 -0.928
O 0.567 -1.598 -0.379 -0.61 3.44 3.11 -0.919
H 1.732 -1.720 -2.808 -0.48 0.03 0.40 0.097
H 2.096 -3.436 -2.557 0.30 -0.05 -0.51 0.465
H 2.968 -2.232 -1.652 -0.05 0.16 0.29 0.074
H -0.008 -3.127 -1.379 -0.19 0.04 -1.20 -0.415
H 0.853 -4.953 -0.471 0.11 0.17 -0.83 0.364
H 0.427 -3.915 0.760 0.55 0.27 0.53 -0.029
H 2.193 -4.107 0.224 0.02 0.07 0.73 0.221
C -1.649 -2.920 2.944 0.61 1.53 -1.23 -1.126
C -2.056 -1.477 2.562 1.48 0.03 -0.94 1.306
C -3.037 -0.817 3.486 -0.64 0.53 0.31 -1.507
O -0.901 -0.646 2.329 0.10 0.41 -1.24 -0.667
H -2.605 -3.441 2.893 0.41 -0.74 1.00 0.412
H -0.898 -2.945 3.734 -0.89 -0.34 0.87 0.332
H -1.039 -3.242 2.100 -0.22 -0.22 -0.28 -0.096
H -2.529 -1.694 1.604 -0.44 0.58 -0.38 -0.524
H -3.389 0.153 3.135 0.52 0.25 -0.29 0.238
H -2.630 -0.658 4.484 0.06 -0.15 0.09 0.347
H -3.994 -1.335 3.554 0.16 -0.64 0.20 0.385
C -1.113 -1.155 -4.386 -0.28 -0.11 1.29 0.429
C -2.003 -0.886 -5.563 0.76 0.55 -1.43 -0.645
O -3.302 -0.400 -5.290 0.01 0.37 0.45 -0.498
H -1.757 -1.629 -3.645 0.42 -0.48 0.34 -0.288
H -0.709 -0.284 -3.869 -0.45 0.50 -0.22 -0.364
H -0.200 -1.721 -4.567 -0.38 -0.52 -0.40 0.445
H -2.112 -1.725 -6.250 0.27 -0.46 0.20 0.354
H -1.497 -0.124 -6.156 -0.32 0.25 -0.23 0.288
H -3.819 -1.106 -4.895 -0.03 -0.08 0.08 0.283
C -2.926 -3.863 -1.694 -0.26 -0.10 1.13 -0.623
C -2.964 -5.381 -1.422 -0.48 1.59 -2.21 -0.299
O -3.759 -5.862 -2.511 -0.39 -1.21 0.16 -0.562
H -2.417 -3.380 -0.860 0.24 0.54 -0.35 -0.017
H -3.921 -3.434 -1.806 -0.31 -0.28 0.62 0.469
H -2.525 -3.616 -2.677 0.87 -0.26 0.18 0.214
H -3.469 -5.665 -0.498 0.26 0.05 -0.07 0.321
H -1.952 -5.769 -1.536 0.07 -0.27 0.60 0.230
H -3.379 -5.510 -3.319 0.02 -0.03 -0.03 0.295
C 2.967 -0.922 3.804 -1.62 0.77 -0.39 -1.200
C 2.201 0.278 3.215 -0.11 0.33 1.95 0.080
O 1.857 0.025 1.869 -0.01 0.66 0.14 0.863
H 4.010 -0.862 3.493 -0.14 -0.55 0.13 0.231
H 2.348 -1.719 3.393 0.79 -0.77 -0.04 0.234
H 2.818 -0.982 4.882 0.41 0.23 0.01 0.399
H 2.745 1.200 3.421 0.42 0.23 -0.95 -0.073
H 1.282 0.486 3.762 -0.31 -0.59 -0.13 0.410
H 2.580 -0.482 1.491 0.53 -0.39 -0.84 -0.407
C 5.257 0.507 0.269 -0.54 0.01 0.88 -0.587
C 5.391 -0.988 0.560 1.15 0.99 -0.53 -0.361
O 4.126 -1.475 0.881 -1.10 -0.53 -0.10 -0.320
H 4.931 0.909 1.228 0.15 0.56 0.07 0.075
H 4.436 0.750 -0.405 -0.02 -0.45 -0.26 -0.037
H 6.138 1.046 -0.080 0.17 -0.40 0.16 0.430
H 5.997 -1.195 1.442 0.64 0.44 -0.08 0.388
H 5.856 -1.490 -0.289 -0.20 -0.33 -0.16 0.280
H 4.280 -2.341 1.267 -0.47 -0.20 0.04 0.198
C -2.374 3.141 2.131 -0.22 0.48 -0.43 -1.091
C -1.107 3.312 1.340 -0.28 -0.47 -0.49 0.429
O -0.238 2.172 1.678 -0.65 1.69 -0.40 0.726
H -2.128 3.501 3.130 -0.48 -0.38 0.29 0.427
H -2.751 2.119 2.112 0.18 0.08 0.11 -0.236
H -3.131 3.798 1.702 -0.18 0.08 0.15 0.419
H -0.694 4.279 1.626 0.79 -0.26 0.26 -0.078
H -1.206 3.411 0.259 -0.19 -0.76 0.06 -0.031
H 0.204 2.522 2.456 1.04 -0.41 0.44 0.009
C 2.268 5.560 2.427 0.32 0.23 0.23 -1.134
C 2.728 4.193 2.959 -0.51 1.06 -0.39 -0.197
O 1.502 3.516 3.306 0.58 -0.56 0.13 -0.408
H 1.883 6.114 3.283 -0.01 0.25 0.04 0.388
H 1.440 5.495 1.720 0.10 -0.44 -0.04 0.184
H 3.020 6.183 1.944 0.28 -0.18 0.17 0.373
H 3.338 4.293 3.857 0.01 0.17 0.10 0.394
H 3.361 3.648 2.258 -0.70 -0.41 -0.21 0.168
H 1.148 4.036 4.032 -0.21 -0.07 0.16 0.210

What F_max values result from the calculations? In sequence: 0.0354; 0.0910 Eh/bohr.